# C5H8O2

A single C5H8O2 molecule (ωB97M-V/def2-TZVPD, OMol25).

The geometry in ORCA input format:
```
! RIJCOSX wB97M-V def2-TZVPD def2/J DEFGRID3
* xyz 0 1
C -0.9168 -1.6516 -2.7625
C -0.5306 -0.6446 -2.2293
C -0.0630 0.5101 -1.4542
O -0.3623 0.2443 -0.1040
C 0.4169 0.9144 0.8655
C 0.1489 0.1513 2.1515
O 0.5542 -1.1900 2.0175
H -1.2588 -2.5537 -3.2199
H 1.0183 0.6521 -1.5970
H -0.5519 1.4364 -1.7864
H 1.4864 0.8563 0.6095
H 0.1285 1.9726 0.9519
H 0.7087 0.5813 2.9880
H -0.9271 0.2196 2.3765
H 0.1485 -1.4985 1.1929
*
```

Properties
E_tot ... -9406.8923 eV
Structure (SMILES) ... C#CCOCCO
Frontier orbital gap ... 0.409 Eh
Strongest force on any atom ... 0.51 eV/A